Record 1
The following is a quantum chemistry calculation of a structure of composition C6H3HgNO3S in a non-equilibrium geometry, from the OMol25 dataset.

As for the maximum force: 7.08 eV/Å. Its net charge is +2. The lowest unoccupied orbital energy comes out at -9.3 eV. The value obtained for the frontier orbital gap is 8.38 eV.

Geometry as XYZ:
```
15
Properties=species:S:1:pos:R:3:forces:R:3
O 0.00131 2.29052 -3.44966 0.0 -1.7 2.5
C 0.00128 1.65968 -2.50268 0.0 1.5 -2.1
Hg 0.00080 0.20075 -0.03416 0.0 0.6 0.1
C 1.76700 -0.83574 -0.57232 6.1 -2.9 -2.1
C -1.76822 -0.83286 -0.57259 -6.1 -2.9 -2.1
O 2.76365 -1.33378 -0.87728 -4.7 2.3 1.5
O -2.76514 -1.32939 -0.87880 4.7 2.3 1.5
S -0.02005 1.54703 4.27720 0.0 1.4 -1.0
C 0.00956 2.93929 3.16499 0.0 -0.8 -0.4
C 0.01644 2.54437 1.85119 0.0 -0.5 1.8
N -0.00263 1.16612 1.81818 0.0 -1.1 -0.5
C -0.02273 0.47704 2.98076 0.0 1.1 -1.2
H 0.02111 3.96790 3.46696 0.0 0.1 0.6
H 0.03354 3.13837 0.91029 0.0 -0.5 1.1
H -0.03881 -0.63440 3.00932 0.0 1.1 0.2
```
Forces are in eV/Å.

---

Record 2
The following is a quantum chemistry calculation of an isolated molecule of C6H3N in a non-equilibrium geometry, from the OMol25 dataset.

As for the maximum force: 2.24 eV/Å. Its SMILES is N#CC#CC1C=C1. The lowest unoccupied orbital energy comes out at 0.4 eV. The value obtained for the frontier orbital gap is 10.07 eV. The calculation puts the energy relative to the best compared isomer or geometry (same formula, charge and spin) at 0.657 eV.

Geometry as XYZ:
```
10
Properties=species:S:1:pos:R:3:forces:R:3
N -4.53359 -0.77097 0.00340 -0.1 0.1 0.0
C -3.69265 0.01609 -0.05389 -1.4 -0.7 0.0
C -2.62494 0.83493 -0.09605 1.7 1.4 0.0
C -1.47892 1.22588 0.00197 -2.0 -0.2 -0.1
C -0.10266 0.91410 0.15894 0.5 -0.4 0.0
C 0.35544 -0.20314 -0.75014 -0.5 -0.3 1.4
C -0.10579 -0.58341 0.40104 1.7 0.5 -1.1
H 0.58965 1.60120 0.62601 0.0 0.0 0.0
H 0.71669 -0.40811 -1.72615 0.2 -0.1 -0.5
H -0.33815 -1.32261 1.12827 -0.2 -0.3 0.3
```
Forces are in eV/Å.

---

Record 3
The following is a quantum chemistry calculation of an isolated molecule of C6H4 in a non-equilibrium geometry, from the OMol25 dataset.

As for the maximum force: 2.48 eV/Å. Its SMILES is C#CC#CC=C. The lowest unoccupied orbital energy comes out at 0.3 eV. The value obtained for the frontier orbital gap is 9.22 eV. The calculation puts the energy relative to the best compared isomer or geometry (same formula, charge and spin) at 0.033 eV.

Geometry as XYZ:
```
10
Properties=species:S:1:pos:R:3:forces:R:3
C -0.58699 3.45232 0.91809 -0.2 -0.8 -0.4
C -0.38380 2.35887 0.43894 0.0 0.0 0.2
C -0.15750 1.07139 -0.05047 0.3 -1.0 -0.1
C 0.07056 -0.07928 -0.40007 -0.5 2.4 0.4
C 0.36593 -1.38018 -0.85793 0.2 -1.1 0.2
C 0.32877 -2.44710 -0.05075 0.1 -0.9 -0.3
H -0.90933 4.37715 1.34628 0.3 -0.1 -0.1
H 0.65607 -1.52411 -1.89730 0.0 0.2 0.1
H 0.61364 -3.46184 -0.43727 -0.4 1.2 0.5
H 0.00265 -2.36720 0.99048 0.2 0.0 -0.4
```
Forces are in eV/Å.

---

Record 4
The following is a quantum chemistry calculation of an isolated molecule of C6H4 in a non-equilibrium geometry, from the OMol25 dataset.

As for the maximum force: 9.74 eV/Å. Its SMILES is C#CC#CC=C. The lowest unoccupied orbital energy comes out at 0.1 eV. The value obtained for the frontier orbital gap is 9.26 eV. The calculation puts the energy relative to the best compared isomer or geometry (same formula, charge and spin) at 2.147 eV.

Geometry as XYZ:
```
10
Properties=species:S:1:pos:R:3:forces:R:3
C 3.18206 1.91631 0.23079 -4.8 -3.3 -0.5
C 2.16797 1.20860 0.13515 0.8 0.2 -0.3
C 1.00531 0.33692 -0.03209 -1.8 1.1 2.2
C -0.15593 -0.13249 0.21858 5.1 0.2 -3.0
C -1.11152 -1.16329 -0.21479 5.8 2.8 2.2
C -2.30021 -0.92433 -0.00039 -9.1 -2.4 -2.4
H 3.97823 2.53504 0.39627 1.5 1.1 0.2
H -0.79920 -2.11211 -0.31892 1.6 -3.1 -0.9
H -3.13531 -1.59347 -0.41734 1.5 -0.2 1.1
H -2.83141 -0.07119 0.00274 -0.6 3.7 1.2
```
Forces are in eV/Å.